Record 1
Molecular formula: C5H7NO
Method: DFT, ωB97M-V/def2-TZVPD

Geometry as XYZ:
```
14
Properties=species:S:1:pos:R:3
C -0.45 -2.16 0.61
C 0.04 -0.76 0.63
C 0.60 0.29 -0.99
C 0.17 0.24 1.35
C 0.32 1.86 -0.46
N -0.68 2.58 -0.73
O 1.74 0.13 -1.43
H -1.44 2.09 -1.21
H -0.28 0.11 -1.64
H 0.46 0.83 2.19
H 1.25 2.34 -0.15
H -1.41 -2.22 0.10
H 0.29 -2.78 0.11
H -0.61 -2.56 1.61
```

Results
Frontier orbital gap   8.02 eV
Total charge   0
Total energy   -324.51211 Ha
LUMO energy   -0.64 eV
Relative energy (zero: lowest compared OMol25 entry of this formula, charge and spin)   557.6 kJ/mol

***

Record 2
Molecular formula: C5H7NO
Method: DFT, ωB97M-V/def2-TZVPD

Geometry as XYZ:
```
14
Properties=species:S:1:pos:R:3
N 2.40 -1.79 0.54
C 1.29 -1.41 0.53
O 1.50 0.75 -1.00
C 0.78 1.62 -0.59
C -1.47 0.64 0.45
C -1.57 -0.46 -0.57
C -1.22 -0.56 0.88
H 3.37 -1.94 0.38
H -0.01 2.07 -1.21
H 0.90 2.05 0.43
H -1.64 1.67 0.68
H -0.78 -0.59 -1.32
H -2.55 -0.82 -0.88
H -1.01 -1.23 1.69
```

Results
Frontier orbital gap   10.00 eV
Total charge   0
Total energy   -324.51996 Ha
LUMO energy   0.94 eV
Relative energy (zero: lowest compared OMol25 entry of this formula, charge and spin)   536.9 kJ/mol

***

Record 3
Molecular formula: C5H7NO
Method: DFT, ωB97M-V/def2-TZVPD

Geometry as XYZ:
```
14
Properties=species:S:1:pos:R:3
O -1.88 1.29 0.91
C -1.60 0.14 0.67
C -1.17 -0.37 -0.69
N 0.28 -0.51 -0.76
C 1.04 0.77 -0.64
C 1.65 0.22 0.62
C 0.94 -0.90 0.46
H -1.50 0.33 -1.46
H -1.64 -1.35 -0.88
H 0.39 1.65 -0.55
H 1.73 0.90 -1.48
H 2.43 0.55 1.30
H 0.83 -1.86 0.96
H -1.58 -0.62 1.49
```

Results
Frontier orbital gap   9.69 eV
Total charge   0
Total energy   -324.62302 Ha
LUMO energy   1.07 eV
Relative energy (zero: lowest compared OMol25 entry of this formula, charge and spin)   266.3 kJ/mol

***

Record 4
Molecular formula: C5H7NO
Method: DFT, ωB97M-V/def2-TZVPD

Geometry as XYZ:
```
14
Properties=species:S:1:pos:R:3
C -1.89 -0.16 0.07
C -0.41 -0.25 -0.04
N 0.28 -1.28 0.74
C 0.72 0.08 0.91
C 1.69 0.52 -0.17
C 0.47 0.36 -1.11
O 0.19 0.90 -2.15
H -2.37 -0.81 -0.66
H -2.21 0.87 -0.10
H -2.17 -0.50 1.07
H 0.63 -1.78 -0.06
H 0.49 0.60 1.83
H 2.55 -0.14 -0.32
H 2.03 1.56 -0.12
```

Results
Frontier orbital gap   10.47 eV
Total charge   0
Total energy   -324.63573 Ha
SMILES string   C[C@]12N[C@H]1CC2=O
LUMO energy   0.97 eV
Relative energy (zero: lowest compared OMol25 entry of this formula, charge and spin)   233.0 kJ/mol

***

Record 5
Molecular formula: C5H7NO
Method: DFT, ωB97M-V/def2-TZVPD

Geometry as XYZ:
```
14
Properties=species:S:1:pos:R:3
O -3.05 -0.55 0.14
C -2.37 0.17 0.87
N -0.79 0.53 -0.04
C -0.26 -0.61 -0.11
C 1.13 -0.89 -0.56
C 2.04 0.24 -0.46
C 2.79 1.18 -0.44
H -2.59 1.23 1.08
H -0.22 1.37 -0.06
H -0.94 -1.46 0.04
H -1.70 -0.27 1.67
H 1.53 -1.80 -0.09
H 0.94 -1.13 -1.62
H 3.48 1.99 -0.43
```

Results
Frontier orbital gap   9.00 eV
Total charge   0
Total energy   -324.56493 Ha
LUMO energy   0.54 eV
Relative energy (zero: lowest compared OMol25 entry of this formula, charge and spin)   418.9 kJ/mol

***

Record 6
Molecular formula: C5H7NO
Method: DFT, ωB97M-V/def2-TZVPD

Geometry as XYZ:
```
14
Properties=species:S:1:pos:R:3
C -0.39 0.20 2.79
C -0.77 0.47 1.67
C -1.16 0.81 0.29
C -0.12 0.49 -0.78
N 0.72 -0.65 -0.48
C 1.27 -1.33 -1.51
O 0.98 -1.16 -2.68
H -0.05 0.05 3.79
H -1.22 1.89 0.19
H -2.16 0.40 0.07
H -0.63 0.30 -1.73
H 0.49 1.38 -0.91
H 1.03 -0.77 0.47
H 2.01 -2.08 -1.18
```

Results
Frontier orbital gap   10.63 eV
Total charge   0
Total energy   -324.65422 Ha
SMILES string   C#CCCNC=O
LUMO energy   0.85 eV
Relative energy (zero: lowest compared OMol25 entry of this formula, charge and spin)   184.4 kJ/mol